1.
{
  "formula": "C22H37N2O6S5W",
  "method": "the ωB97M-V functional and the def2-TZVPD basis",
  "species": ["W", "C", "C", "O", "C", "C", "O", "C", "C", "O", "C", "C", "O", "C", "C", "O", "C", "C", "O", "H", "H", "H", "H", "H", "H", "H", "H", "H", "H", "H", "H", "H", "H", "H", "H", "H", "H", "H", "H", "H", "H", "H", "H", "N", "C", "N", "C", "C", "C", "C", "C", "H", "H", "H", "H", "H", "H", "H", "H", "H", "H", "C", "S", "C", "C", "S", "S", "C", "S", "S", "H", "H", "H"],
  "positions_angstrom": [[-0.15, 0.21, -0.24], [0.18, -1.87, -2.66], [-0.69, -2.50, -1.60], [-0.18, -1.96, -0.35], [-0.52, -2.69, 0.85], [-1.70, -1.97, 1.47], [-1.25, -0.60, 1.54], [-2.15, 0.27, 2.26], [-1.87, 1.71, 1.81], [-0.57, 1.75, 1.14], [0.47, 2.42, 1.91], [1.02, 1.44, 2.92], [1.34, 0.21, 2.27], [2.55, 0.19, 1.54], [2.42, 1.33, -0.68], [1.10, 1.63, -1.22], [1.04, 1.71, -2.68], [1.16, 0.28, -3.18], [0.25, -0.46, -2.33], [-0.24, -1.98, -3.66], [1.19, -2.27, -2.61], [-0.57, -3.58, -1.60], [-1.75, -2.24, -1.71], [0.35, -2.62, 1.50], [-0.72, -3.72, 0.60], [-1.93, -2.32, 2.48], [-2.60, -2.02, 0.84], [-1.95, 0.13, 3.32], [-3.18, 0.00, 2.05], [-1.84, 2.39, 2.65], [-2.60, 2.07, 1.09], [0.04, 3.31, 2.36], [1.21, 2.75, 1.18], [0.28, 1.19, 3.68], [1.89, 1.86, 3.44], [3.09, -0.70, 1.83], [3.15, 1.07, 1.78], [3.11, 1.19, -1.51], [2.73, 2.18, -0.08], [1.83, 2.37, -3.04], [0.07, 2.15, -2.91], [2.16, -0.13, -3.05], [0.84, 0.18, -4.21], [2.24, 0.13, 0.11], [2.73, -1.10, -0.63], [4.01, -1.26, -0.61], [5.09, -0.41, -0.07], [5.94, -1.17, 0.94], [6.50, -2.44, 0.32], [5.37, -3.28, -0.27], [4.56, -2.47, -1.27], [4.67, 0.50, 0.35], [5.70, -0.12, -0.93], [5.34, -1.41, 1.83], [6.75, -0.51, 1.28], [7.05, -3.01, 1.07], [7.22, -2.18, -0.46], [4.71, -3.64, 0.53], [5.76, -4.17, -0.77], [3.72, -3.03, -1.66], [5.19, -2.13, -2.09], [-4.87, 0.40, -3.27], [-5.41, 1.35, -1.83], [-4.04, 2.44, -1.60], [-2.75, 2.12, -1.30], [-2.23, 0.47, -1.08], [-1.65, 3.46, -1.05], [-2.84, 4.77, -1.27], [-2.47, 6.34, -1.13], [-4.42, 4.14, -1.69], [-5.71, -0.26, -3.49], [-3.99, -0.20, -3.06], [-4.71, 1.05, -4.13]],
  "lowdin_charge": [1.587, -0.096, -0.102, -0.316, -0.074, -0.097, -0.332, -0.089, -0.106, -0.381, -0.080, -0.113, -0.124, -0.165, -0.138, -0.291, -0.073, -0.100, -0.336, 0.161, 0.127, 0.158, 0.123, 0.149, 0.157, 0.164, 0.146, 0.151, 0.151, 0.154, 0.092, 0.158, 0.120, 0.145, 0.155, 0.142, 0.148, 0.146, 0.150, 0.161, 0.115, 0.130, 0.163, -0.173, 0.016, -0.091, -0.118, -0.153, -0.175, -0.155, -0.124, 0.104, 0.150, 0.116, 0.132, 0.129, 0.129, 0.124, 0.131, 0.116, 0.142, -0.363, 0.878, -0.967, -0.998, 0.799, 0.907, -1.421, 0.721, 1.000, 0.054, -0.007, 0.058],
  "multiplicity": 1,
  "lumo_energy_ev": [-10.38, -10.09],
  "orbital_gap_ev": [4.8, 5.1],
  "homo_energy_ev": [-15.183, -15.235],
  "charge": 3,
  "de_lowest_kcal_mol": 54.2
}

***

2.
{
  "formula": "C20H18GdN3O",
  "method": "the ωB97M-V functional and the def2-TZVPD basis",
  "species": ["C", "C", "C", "H", "C", "C", "H", "H", "H", "H", "C", "C", "C", "H", "C", "C", "H", "H", "H", "H", "Gd", "O", "C", "C", "H", "H", "H", "H", "C", "C", "C", "H", "C", "H", "C", "H", "C", "H", "N", "C", "N", "C", "N"],
  "positions_angstrom": [[1.32, 2.72, -1.98], [1.21, 1.81, -3.09], [0.04, 1.00, -2.88], [1.88, 1.78, -3.95], [-0.56, 1.42, -1.65], [0.24, 2.46, -1.09], [0.02, 3.01, -0.18], [2.04, 3.54, -1.89], [-0.35, 0.26, -3.58], [-1.51, 1.08, -1.27], [2.82, -0.48, 1.54], [3.68, 0.55, 1.03], [2.91, 1.76, 0.95], [4.74, 0.45, 0.80], [1.60, 1.48, 1.45], [1.54, 0.10, 1.79], [0.70, -0.40, 2.28], [3.13, -1.50, 1.74], [3.26, 2.74, 0.62], [0.81, 2.21, 1.60], [1.73, 0.39, -0.87], [-1.22, -0.72, 0.24], [-1.37, -1.86, -0.61], [-2.66, -1.25, -0.14], [-1.09, -1.66, -1.65], [-1.10, -2.82, -0.15], [-3.21, -0.62, -0.86], [-5.36, -1.09, 0.24], [-4.88, -1.76, 0.95], [-3.46, -1.88, 0.92], [-2.84, -2.70, 1.88], [-1.75, -2.75, 1.92], [-3.61, -3.44, 2.78], [-3.10, -4.10, 3.49], [-5.01, -3.36, 2.76], [-5.60, -3.96, 3.46], [-5.64, -2.50, 1.85], [-6.73, -2.42, 1.85], [3.74, 1.00, -1.82], [4.62, 1.73, -2.16], [5.54, 2.45, -2.65], [6.36, 3.27, -2.05], [7.14, 4.05, -1.63]],
  "lowdin_charge": [-0.207, -0.203, -0.200, 0.109, -0.218, -0.224, 0.099, 0.114, 0.098, 0.088, -0.182, -0.200, -0.225, 0.106, -0.231, -0.206, 0.098, 0.096, 0.112, 0.100, 1.633, -0.135, -0.144, -0.124, 0.105, 0.115, 0.145, 0.112, -0.031, -0.184, -0.030, 0.110, -0.074, 0.107, -0.079, 0.106, -0.082, 0.107, -0.027, -0.312, 0.079, -0.400, 0.080],
  "multiplicity": 8,
  "lumo_energy_ev": [-2.25, -0.65],
  "orbital_gap_ev": [6.0, 7.7],
  "homo_energy_ev": [-8.292, -8.358]
}

***

3.
{
  "formula": "C6H8",
  "method": "the ωB97M-V functional and the def2-TZVPD basis",
  "species": ["C", "C", "C", "C", "C", "C", "H", "H", "H", "H", "H", "H", "H", "H"],
  "positions_angstrom": [[-0.27, -1.73, -0.15], [-0.63, -0.38, -0.72], [-0.93, 0.87, 0.12], [0.45, 1.29, 0.60], [1.33, 0.21, 0.45], [0.82, -0.76, -0.51], [-0.52, -1.94, 0.90], [-0.42, -2.59, -0.80], [-0.97, -0.39, -1.76], [-1.55, 0.67, 1.00], [-1.44, 1.65, -0.46], [0.62, 2.08, 1.32], [2.28, 0.12, 0.99], [1.24, 0.94, -1.01]],
  "lowdin_charge": [-0.105, -0.300, -0.167, -0.116, -0.131, -0.273, 0.104, 0.086, 0.121, 0.106, 0.102, 0.094, 0.119, 0.359],
  "multiplicity": 1,
  "lumo_energy_ev": [-0.27, -0.27],
  "orbital_gap_ev": [6.6, 6.3],
  "homo_energy_ev": [-6.825, -6.580],
  "de_lowest_kcal_mol": 148.6
}

***

4.
{
  "formula": "C21H12AsN2S8Ta",
  "method": "the ωB97M-V functional and the def2-TZVPD basis",
  "species": ["Ta", "S", "C", "N", "C", "C", "C", "C", "C", "C", "S", "H", "H", "H", "H", "S", "C", "C", "C", "C", "C", "C", "N", "C", "C", "C", "C", "C", "C", "C", "H", "H", "H", "H", "H", "H", "H", "H", "S", "As", "S", "S", "S", "S", "C"],
  "positions_angstrom": [[0.41, -0.11, -0.23], [1.95, 1.40, 1.39], [3.07, 0.42, 0.59], [2.61, -0.60, -0.14], [3.64, -1.32, -0.74], [3.51, -2.44, -1.56], [4.65, -3.03, -2.06], [5.91, -2.53, -1.77], [6.06, -1.42, -0.96], [4.92, -0.82, -0.45], [4.80, 0.57, 0.59], [2.52, -2.83, -1.78], [4.55, -3.90, -2.70], [6.79, -3.01, -2.18], [7.04, -1.02, -0.73], [-1.79, -1.80, 3.84], [-0.10, -1.77, 4.17], [0.55, -2.01, 5.37], [1.93, -2.04, 5.37], [2.64, -1.85, 4.18], [1.99, -1.59, 2.99], [0.60, -1.52, 2.99], [-0.21, -1.28, 1.87], [-1.48, -1.45, 2.16], [-2.63, -1.50, 1.25], [-3.93, -1.58, 1.77], [-5.01, -1.79, 0.93], [-4.81, -1.95, -0.44], [-3.54, -1.87, -0.97], [-2.44, -1.61, -0.14], [-0.01, -2.19, 6.28], [2.47, -2.23, 6.29], [3.72, -1.90, 4.19], [2.54, -1.47, 2.07], [-4.10, -1.46, 2.83], [-6.00, -1.83, 1.35], [-5.65, -2.11, -1.09], [-3.38, -1.93, -2.04], [-1.06, 4.33, -1.36], [-1.44, 2.29, -1.35], [-1.30, 1.45, 0.69], [0.56, 1.25, -2.09], [-2.99, 1.43, -2.46], [0.02, -2.25, -1.47], [-1.13, -1.36, -0.65]],
  "lowdin_charge": [0.820, 0.578, -1.172, -0.191, -0.296, -0.026, -0.085, -0.102, -0.100, -0.470, 1.045, 0.038, 0.101, 0.098, 0.104, 1.138, -0.464, -0.095, -0.094, -0.073, -0.034, -0.291, -0.013, -0.504, -0.224, -0.072, -0.082, -0.070, -0.046, -0.294, 0.104, 0.099, 0.104, 0.080, 0.076, 0.098, 0.103, 0.112, -0.134, -0.458, 0.045, 0.028, -0.107, 0.593, -0.869],
  "multiplicity": 2,
  "lumo_energy_ev": [1.77, 1.44],
  "orbital_gap_ev": [5.8, 5.9],
  "homo_energy_ev": [-4.066, -4.486],
  "charge": -1,
  "de_lowest_kcal_mol": 0.0
}

***

5.
{
  "formula": "C3H3LaO2",
  "method": "the ωB97M-V functional and the def2-TZVPD basis",
  "species": ["C", "C", "H", "H", "H", "O", "C", "O", "La"],
  "positions_angstrom": [[0.32, 0.36, 0.85], [0.25, 1.44, 0.08], [0.35, 2.44, 0.50], [0.36, 0.45, 1.94], [-0.07, 1.36, -0.96], [0.07, -1.20, -0.92], [0.11, -1.04, 0.36], [-0.30, -1.91, 1.13], [-1.10, -1.90, -2.98]],
  "lowdin_charge": [-0.056, 0.069, 0.091, 0.135, 0.050, -0.290, -0.617, 0.125, 2.494],
  "multiplicity": 1,
  "lumo_energy_ev": -12.04,
  "orbital_gap_ev": 4.4,
  "homo_energy_ev": -16.410,
  "charge": 2,
  "de_lowest_kcal_mol": 49.6
}

***

6.
{
  "formula": "C19H20ClNOS",
  "method": "the ωB97M-V functional and the def2-TZVPD basis",
  "species": ["C", "C", "C", "C", "C", "C", "C", "H", "H", "C", "H", "H", "S", "C", "C", "N", "C", "O", "C", "C", "C", "C", "C", "C", "C", "C", "H", "H", "Cl", "H", "H", "H", "H", "H", "H", "H", "H", "H", "H", "H", "H", "H", "H"],
  "positions_angstrom": [[0.98, -0.02, 3.39], [0.07, 0.82, 2.54], [-0.98, 0.24, 1.83], [-1.80, 1.02, 1.03], [-1.60, 2.39, 0.92], [-0.55, 2.96, 1.63], [0.27, 2.19, 2.43], [1.08, 2.65, 2.97], [-0.39, 4.03, 1.57], [-2.49, 3.21, 0.05], [-2.16, 4.24, -0.02], [-3.52, 3.19, 0.41], [-2.61, 2.54, -1.66], [-1.14, 3.26, -2.46], [0.18, 2.83, -1.82], [0.28, 1.40, -1.67], [1.10, 0.65, -2.44], [1.85, 1.13, -3.27], [1.05, -0.81, -2.17], [0.83, -1.34, -0.96], [0.84, -2.75, -0.63], [0.87, -3.13, 0.71], [0.88, -4.46, 1.08], [0.85, -5.44, 0.10], [0.81, -5.09, -1.24], [0.80, -3.76, -1.60], [0.76, -3.50, -2.64], [0.78, -5.86, -1.99], [0.85, -7.11, 0.55], [0.90, -4.74, 2.13], [0.90, -2.37, 1.48], [0.66, -0.68, -0.12], [1.31, -1.42, -3.02], [-0.41, 0.96, -1.09], [1.01, 3.14, -2.46], [0.29, 3.30, -0.83], [-1.20, 2.91, -3.48], [-1.24, 4.35, -2.44], [-2.61, 0.56, 0.48], [-1.17, -0.82, 1.91], [1.28, 0.52, 4.28], [0.50, -0.94, 3.68], [1.89, -0.26, 2.83]],
  "lowdin_charge": [-0.054, -0.282, -0.058, -0.071, -0.326, -0.051, -0.033, 0.114, 0.115, -0.412, 0.082, 0.080, 0.866, -0.445, -0.229, 0.058, -0.495, 0.055, 0.022, -0.032, -0.212, -0.028, -0.098, -0.676, -0.097, -0.019, 0.110, 0.106, 0.675, 0.106, 0.093, 0.097, 0.112, 0.090, 0.123, 0.103, 0.076, 0.075, 0.110, 0.110, 0.079, 0.075, 0.084],
  "multiplicity": 1,
  "lumo_energy_ev": 0.10,
  "smiles": "Cc1ccc(CSCCNC(=O)/C=C/c2ccc(Cl)cc2)cc1",
  "orbital_gap_ev": 8.8,
  "homo_energy_ev": -8.722,
  "de_lowest_kcal_mol": 2.1
}

***

Question: multiplicity of number 2 (C20H18GdN3O)?
Answer: 8

***

Copy entry 2 word for word.
{
  "formula": "C20H18GdN3O",
  "method": "the ωB97M-V functional and the def2-TZVPD basis",
  "species": ["C", "C", "C", "H", "C", "C", "H", "H", "H", "H", "C", "C", "C", "H", "C", "C", "H", "H", "H", "H", "Gd", "O", "C", "C", "H", "H", "H", "H", "C", "C", "C", "H", "C", "H", "C", "H", "C", "H", "N", "C", "N", "C", "N"],
  "positions_angstrom": [[1.32, 2.72, -1.98], [1.21, 1.81, -3.09], [0.04, 1.00, -2.88], [1.88, 1.78, -3.95], [-0.56, 1.42, -1.65], [0.24, 2.46, -1.09], [0.02, 3.01, -0.18], [2.04, 3.54, -1.89], [-0.35, 0.26, -3.58], [-1.51, 1.08, -1.27], [2.82, -0.48, 1.54], [3.68, 0.55, 1.03], [2.91, 1.76, 0.95], [4.74, 0.45, 0.80], [1.60, 1.48, 1.45], [1.54, 0.10, 1.79], [0.70, -0.40, 2.28], [3.13, -1.50, 1.74], [3.26, 2.74, 0.62], [0.81, 2.21, 1.60], [1.73, 0.39, -0.87], [-1.22, -0.72, 0.24], [-1.37, -1.86, -0.61], [-2.66, -1.25, -0.14], [-1.09, -1.66, -1.65], [-1.10, -2.82, -0.15], [-3.21, -0.62, -0.86], [-5.36, -1.09, 0.24], [-4.88, -1.76, 0.95], [-3.46, -1.88, 0.92], [-2.84, -2.70, 1.88], [-1.75, -2.75, 1.92], [-3.61, -3.44, 2.78], [-3.10, -4.10, 3.49], [-5.01, -3.36, 2.76], [-5.60, -3.96, 3.46], [-5.64, -2.50, 1.85], [-6.73, -2.42, 1.85], [3.74, 1.00, -1.82], [4.62, 1.73, -2.16], [5.54, 2.45, -2.65], [6.36, 3.27, -2.05], [7.14, 4.05, -1.63]],
  "lowdin_charge": [-0.207, -0.203, -0.200, 0.109, -0.218, -0.224, 0.099, 0.114, 0.098, 0.088, -0.182, -0.200, -0.225, 0.106, -0.231, -0.206, 0.098, 0.096, 0.112, 0.100, 1.633, -0.135, -0.144, -0.124, 0.105, 0.115, 0.145, 0.112, -0.031, -0.184, -0.030, 0.110, -0.074, 0.107, -0.079, 0.106, -0.082, 0.107, -0.027, -0.312, 0.079, -0.400, 0.080],
  "multiplicity": 8,
  "lumo_energy_ev": [-2.25, -0.65],
  "orbital_gap_ev": [6.0, 7.7],
  "homo_energy_ev": [-8.292, -8.358]
}

***

Question: multiplicity of number 1 (C22H37N2O6S5W)?
Answer: 1